# 1
Formula: C6H6I2O
Source: the Open Molecules 2025 dataset
Level of theory: ωB97M-V/def2-TZVPD

Geometry as ORCA input:
```
! RIJCOSX wB97M-V def2-TZVPD def2/J DEFGRID3
* xyz 0 1
C 0.10 1.49 -1.00
C 0.39 1.62 0.38
C -0.52 0.39 -1.46
C 0.47 0.51 1.17
C -0.59 -0.93 -0.81
C 0.56 -0.92 0.66
O 0.26 -1.92 1.52
I -2.64 -1.18 -0.03
I 2.51 -1.43 -0.29
H 0.07 2.34 -1.57
H 0.34 2.58 0.72
H -1.08 0.37 -2.43
H 0.53 0.45 2.31
H -0.19 -1.66 -1.50
H -0.19 -1.71 2.32
*
```

Calculated values
E_tot in eV: -24565.4088
HOMO level in eV: -8.7
Structure (SMILES): O[C@]1(I)C=CC=C[C@@H]1I

Which charges does natural (NBO) predict for the atoms? In e, they are: C -0.2321; C -0.1770; C -0.1851; C -0.2826; C -0.3465; C 0.2292; O -0.7306; I 0.0738; I 0.0508; H 0.2131; H 0.2184; H 0.2181; H 0.2130; H 0.2420; H 0.4956



# 2
Formula: C25H50AlBrO14
Source: the Open Molecules 2025 dataset
Level of theory: ωB97M-V/def2-TZVPD

Geometry as ORCA input:
```
! RIJCOSX wB97M-V def2-TZVPD def2/J DEFGRID3
* xyz -2 1
O -1.98 -3.97 3.76
C -1.99 -3.96 2.49
O -2.83 -4.65 1.82
Al -0.70 -2.76 1.43
Br 1.21 -4.12 0.67
H -0.08 -1.53 2.33
H -1.43 -2.12 0.13
O -4.04 -9.04 1.40
C -4.65 -8.41 2.22
O -5.44 -9.15 3.08
C -6.06 -8.57 4.22
C -7.40 -7.92 3.88
C -4.68 -6.91 2.33
H -5.39 -7.86 4.71
H -6.22 -9.40 4.91
H -7.26 -7.10 3.19
H -7.87 -7.54 4.79
H -8.06 -8.66 3.42
H -5.42 -6.54 1.62
H -3.72 -6.45 2.07
H -4.92 -6.56 3.32
O 1.40 -1.36 -1.02
C 1.88 -0.82 -1.96
O 2.05 -1.52 -3.13
C 2.43 -0.87 -4.34
C 3.93 -0.68 -4.47
C 2.37 0.62 -1.90
H 1.90 0.08 -4.44
H 2.07 -1.53 -5.13
H 4.31 -0.04 -3.68
H 4.16 -0.24 -5.43
H 4.44 -1.64 -4.40
H 3.38 0.63 -1.48
H 1.70 1.12 -1.20
H 2.37 1.19 -2.82
O -5.34 -0.43 3.56
C -5.29 -1.36 4.32
O -5.63 -1.09 5.63
C -5.75 -2.12 6.60
C -4.40 -2.52 7.19
C -4.84 -2.74 3.98
H -6.26 -2.99 6.18
H -6.40 -1.71 7.37
H -3.74 -2.92 6.43
H -4.54 -3.27 7.97
H -3.92 -1.64 7.63
H -3.74 -2.84 4.05
H -5.10 -2.97 2.95
H -5.28 -3.51 4.61
O 2.76 3.29 -3.31
C 2.75 4.27 -2.63
O 3.52 4.29 -1.53
C 3.62 5.42 -0.66
C 2.52 5.40 0.38
C 1.81 5.43 -2.91
H 3.65 6.35 -1.22
H 4.59 5.32 -0.17
H 1.54 5.48 -0.09
H 2.62 6.22 1.09
H 2.55 4.46 0.92
H 0.84 5.19 -2.47
H 1.70 5.50 -3.99
H 2.15 6.39 -2.53
O 5.05 -1.22 -7.37
C 5.14 -0.44 -8.28
O 4.00 0.08 -8.79
C 3.99 1.15 -9.73
C 4.15 0.66 -11.16
C 6.47 -0.08 -8.90
H 4.74 1.90 -9.48
H 3.02 1.62 -9.60
H 5.11 0.17 -11.31
H 4.07 1.49 -11.86
H 3.36 -0.07 -11.39
H 6.71 -0.84 -9.64
H 7.22 -0.11 -8.12
H 6.50 0.90 -9.37
O 3.33 7.39 3.17
C 2.41 7.13 3.91
O 1.98 5.86 3.94
C 1.00 5.38 4.88
C -0.42 5.62 4.39
C 1.69 8.19 4.71
H 1.17 5.81 5.86
H 1.20 4.32 4.95
H -0.64 6.68 4.29
H -1.13 5.18 5.09
H -0.56 5.15 3.42
H 0.94 8.66 4.07
H 2.43 8.95 4.99
H 1.21 7.83 5.61
*
```

Calculated values
E_tot in eV: -132041.6294
HOMO level in eV: 0.2

Which charges does Mulliken predict for the atoms? In e, they are: O -0.7823; C 0.5898; O -0.7945; Al 0.0947; Br -0.5815; H -0.2631; H -0.2495; O -0.5760; C 0.6286; O -0.4032; C -0.4746; C -0.9081; C -0.4150; H 0.4367; H 0.3043; H 0.2718; H 0.3281; H 0.2930; H 0.2068; H 0.2969; H 0.0245; O -0.3372; C 0.3916; O -0.3994; C -0.5167; C -0.4994; C -0.6542; H 0.3616; H 0.3381; H 0.2697; H -0.0529; H 0.3180; H 0.2831; H 0.3558; H 0.2071; O -0.6002; C 0.6707; O -0.3993; C -0.4242; C -0.8612; C -0.5379; H 0.3819; H 0.2964; H 0.2450; H 0.3194; H 0.2777; H 0.0887; H 0.3624; H 0.1098; O -0.5901; C 0.8305; O -0.3717; C -0.5481; C -0.5124; C -1.0695; H 0.3602; H 0.3256; H 0.2489; H 0.0344; H 0.3030; H 0.2552; H 0.3490; H 0.3240; O -0.5128; C 0.8500; O -0.3527; C -0.4361; C -0.9659; C -1.1226; H 0.3607; H 0.3291; H 0.2669; H 0.3472; H 0.3071; H 0.2737; H 0.2927; H 0.3762; O -0.5866; C 0.8888; O -0.3480; C -0.4279; C -0.9579; C -1.0830; H 0.3589; H 0.3512; H 0.2682; H 0.3739; H 0.2789; H 0.2440; H 0.3233; H 0.3419



# 3
Formula: C6H14O2
Source: the Open Molecules 2025 dataset
Level of theory: ωB97M-V/def2-TZVPD

Geometry as ORCA input:
```
! RIJCOSX wB97M-V def2-TZVPD def2/J DEFGRID3
* xyz 0 1
C -1.29 -1.46 -0.42
C -0.97 -0.64 0.80
C -1.92 0.08 1.39
C 0.43 -0.68 1.33
C 1.36 0.17 0.47
C 2.64 -0.12 0.30
H -0.58 -2.26 -0.57
H -1.25 -0.86 -1.33
H -2.24 -1.98 -0.28
H -2.94 0.10 1.03
H -1.68 0.67 2.27
H 0.50 -0.33 2.36
H 0.84 -1.68 1.31
H 0.98 1.12 0.11
H 3.08 -0.98 0.78
H 3.26 0.56 -0.28
H -1.00 1.82 -0.09
H -1.22 2.58 -1.41
O -0.61 2.50 -0.67
H 1.33 -0.17 -2.36
H 0.63 1.14 -2.04
O 0.64 0.42 -2.69
*
```

Calculated values
E_tot in eV: -10542.9164
HOMO level in eV: -9.7
Structure (SMILES): C=CCC(=C)C.O.O

Which charges does natural (NBO) predict for the atoms? In e, they are: C -0.6703; C 0.0521; C -0.4518; C -0.4907; C -0.1717; C -0.4073; H 0.2125; H 0.2483; H 0.2234; H 0.2027; H 0.1999; H 0.2257; H 0.2172; H 0.2095; H 0.1931; H 0.2035; H 0.4868; H 0.4782; O -0.9610; H 0.4724; H 0.4816; O -0.9540



# 4
Formula: C27H36N3O3
Source: the Open Molecules 2025 dataset
Level of theory: ωB97M-V/def2-TZVPD

Geometry as ORCA input:
```
! RIJCOSX wB97M-V def2-TZVPD def2/J DEFGRID3
* xyz -1 1
C -6.27 3.16 0.94
N -5.05 3.90 0.71
C -5.27 5.32 0.50
C -3.84 3.32 0.48
C -2.67 4.10 0.23
C -1.43 3.51 0.10
C -1.28 2.10 0.12
C 0.00 1.41 0.12
C 1.18 1.92 0.60
C 2.24 1.05 0.95
N 3.05 0.26 1.25
C 1.43 3.30 0.89
N 1.70 4.42 1.09
C -2.48 1.34 0.19
C -3.70 1.91 0.47
H -6.11 2.08 0.91
H -6.69 3.43 1.92
H -7.02 3.43 0.18
H -4.43 5.92 0.87
H -5.43 5.55 -0.57
H -6.17 5.60 1.06
H -2.76 5.18 0.17
H -0.56 4.14 -0.05
H 0.01 0.38 -0.22
H -2.44 0.26 0.03
H -4.55 1.26 0.66
C 0.05 2.31 -3.46
C 1.18 1.38 -3.12
O 0.60 0.23 -2.46
C 1.56 -0.62 -2.03
C 1.00 -1.82 -1.38
C 1.86 -2.98 -1.25
O 1.41 -4.02 -0.73
C 3.29 -3.08 -1.78
C 4.38 -2.71 -0.77
C 4.44 -3.56 0.51
C 3.75 -2.97 1.74
C 2.52 -3.77 2.22
C 1.46 -2.89 2.88
C 0.70 -2.00 1.89
C -0.51 -2.71 1.27
C -1.13 -1.91 0.12
C -0.48 -1.99 -1.26
O 2.75 -0.34 -2.20
H 0.46 3.20 -3.94
H -0.66 1.84 -4.14
H -0.49 2.63 -2.56
H 1.69 1.03 -4.03
H 1.91 1.85 -2.45
H 3.43 -4.12 -2.11
H 3.39 -2.41 -2.63
H 5.33 -2.84 -1.30
H 4.29 -1.64 -0.54
H 4.04 -4.56 0.30
H 5.50 -3.67 0.76
H 4.47 -2.97 2.58
H 3.49 -1.91 1.57
H 2.09 -4.32 1.38
H 2.87 -4.51 2.95
H 0.75 -3.54 3.40
H 1.94 -2.24 3.62
H 0.37 -1.08 2.40
H 1.35 -1.66 1.08
H -0.23 -3.72 0.93
H -1.28 -2.81 2.06
H -2.18 -2.22 0.02
H -1.14 -0.87 0.46
H -0.96 -1.25 -1.92
H -0.72 -2.98 -1.68
*
```

Calculated values
E_tot in eV: -39196.0010
HOMO level in eV: -3.5

Which charges does natural (NBO) predict for the atoms? In e, they are: C -0.3976; N -0.4060; C -0.4031; C 0.2173; C -0.2937; C -0.1527; C -0.1006; C -0.0136; C -0.3640; C 0.3086; N -0.3037; C 0.3116; N -0.3453; C -0.1442; C -0.2879; H 0.2148; H 0.1916; H 0.1889; H 0.2091; H 0.1885; H 0.2010; H 0.2084; H 0.2319; H 0.2820; H 0.2376; H 0.2058; C -0.6236; C -0.0703; O -0.5670; C 0.7432; C -0.4486; C 0.5415; O -0.7297; C -0.4809; C -0.3834; C -0.4049; C -0.4109; C -0.4134; C -0.3890; C -0.4110; C -0.4114; C -0.3698; C -0.4140; O -0.7159; H 0.2009; H 0.2038; H 0.2063; H 0.1839; H 0.1913; H 0.1939; H 0.2300; H 0.1815; H 0.2272; H 0.2034; H 0.1825; H 0.1797; H 0.2353; H 0.2414; H 0.1761; H 0.1838; H 0.1876; H 0.1765; H 0.2328; H 0.2381; H 0.1704; H 0.1805; H 0.1575; H 0.2057; H 0.2042



# 5
Formula: C7H5F
Source: the Open Molecules 2025 dataset
Level of theory: ωB97M-V/def2-TZVPD

Geometry as ORCA input:
```
! RIJCOSX wB97M-V def2-TZVPD def2/J DEFGRID3
* xyz 0 1
C 0.29 -0.38 -1.13
C 0.90 -1.44 -0.54
C -1.64 1.18 -0.21
C -0.59 0.12 0.03
C 0.23 -1.48 0.68
C -2.05 -0.07 -0.10
C 0.23 -0.13 1.28
F -3.10 -0.84 0.00
H 0.09 -0.26 -2.13
H 1.39 -2.31 -1.06
H -1.63 2.05 -0.73
H 1.05 0.51 1.14
H -0.39 0.13 2.25
*
```

Calculated values
E_tot in eV: -10049.0768
HOMO level in eV: -8.2

Which charges does natural (NBO) predict for the atoms? In e, they are: C -0.1860; C -0.3091; C -0.2858; C -0.1387; C 0.0983; C 0.4633; C -0.4854; F -0.2678; H 0.2062; H 0.2382; H 0.2222; H 0.2171; H 0.2274



# 6
Formula: C3H9NO2
Source: the Open Molecules 2025 dataset
Level of theory: ωB97M-V/def2-TZVPD

Geometry as ORCA input:
```
! RIJCOSX wB97M-V def2-TZVPD def2/J DEFGRID3
* xyz 0 1
C -2.01 1.07 -1.22
C -1.45 1.39 0.09
O -2.46 1.41 1.07
O -0.38 1.85 0.36
H -2.86 0.40 -1.10
H -1.27 0.56 -1.83
H -2.31 1.93 -1.81
C 2.23 -1.17 -0.19
N 2.09 -1.80 1.16
H -2.06 1.42 1.96
H 1.90 -1.11 1.87
H 1.60 -2.67 1.15
H 1.75 -0.21 -0.21
H 1.91 -1.87 -0.96
H 3.32 -1.20 -0.34
*
```

Calculated values
E_tot in eV: -8841.6448
HOMO level in eV: -8.7
Structure (SMILES): CC(=O)O.CN

Which charges does natural (NBO) predict for the atoms? In e, they are: C -0.7386; C 0.7912; O -0.7172; O -0.5712; H 0.2404; H 0.2434; H 0.2579; C -0.4254; N -0.8787; H 0.4941; H 0.3667; H 0.3645; H 0.2005; H 0.1853; H 0.1872